# C24H18F3N2O

A 2-piece molecular cluster, C24H18F3N2O overall at a distorted geometry (wB97M-V/def2-TZVPD, OMol25).

The molecular weight is 407.415 g/mol. The calculation puts the HOMO energy at -11.466 eV. As for the LUMO energy: -6.30 eV. The total energy is -38350.120 eV. As for the total charge: +1.

Each line ends with the Mulliken charge.
Positions of all 48 atoms, in Å:
F (0.6922, -4.6469, -2.9323)  -0.290
C (1.1011, -3.9206, -1.8363)  0.199
C (1.2206, -4.5811, -0.6082)  -0.649
C (1.6823, -3.8112, 0.4698)  0.225
F (1.8487, -4.4317, 1.6879)  -0.295
C (2.0187, -2.4796, 0.3470)  -0.633
C (1.8888, -1.8181, -0.9131)  1.239
C (2.2916, -0.4650, -0.9441)  -0.872
C (2.8544, 0.2371, -2.0396)  1.022
C (3.6134, 1.4117, -1.7382)  -0.445
C (4.0969, 2.2362, -2.7349)  -0.518
C (3.8462, 1.9524, -4.0919)  -0.490
C (3.1578, 0.7761, -4.3874)  0.039
F (2.9218, 0.4636, -5.7085)  -0.285
C (2.7340, -0.1215, -3.4144)  -0.499
C (1.4076, -2.5792, -2.0176)  -0.681
H (0.9643, -5.6306, -0.4972)  0.520
H (2.4108, -1.9064, 1.1830)  0.494
H (2.4092, -0.0042, 0.0392)  0.546
H (3.7952, 1.6244, -0.6840)  0.390
H (4.6842, 3.1146, -2.4601)  0.402
H (4.1836, 2.6082, -4.8945)  0.457
H (2.3124, -1.0714, -3.7115)  0.447
H (1.2779, -2.1196, -2.9874)  0.597
O (-0.4659, -0.8742, 0.9095)  -0.540
C (-1.2254, 0.0971, 1.0662)  0.653
C (-2.5134, -0.0206, 1.8469)  0.427
C (-2.8931, 0.9395, 2.8049)  0.850
C (-4.0516, 0.7203, 3.5573)  -0.787
C (-4.8233, -0.4272, 3.3665)  -0.562
C (-4.4338, -1.3895, 2.4268)  -0.631
C (-3.2702, -1.1891, 1.6857)  -0.694
C (-2.0520, 2.1796, 3.0190)  -1.039
C (-2.0990, 3.1850, 1.8648)  -0.618
C (-1.8368, 2.5485, 0.4811)  -0.921
C (-0.8983, 1.3902, 0.5131)  0.208
N (0.2473, 1.4131, -0.2030)  0.876
N (0.9462, 2.1716, -0.7608)  -0.992
H (-4.3423, 1.4783, 4.2859)  0.380
H (-5.7303, -0.5753, 3.9532)  0.391
H (-5.0191, -2.3021, 2.2682)  0.392
H (-2.9177, -1.9253, 0.9603)  0.435
H (-2.3763, 2.6832, 3.9374)  0.478
H (-1.0025, 1.8882, 3.1654)  0.364
H (-3.0756, 3.6909, 1.8241)  0.341
H (-1.3453, 3.9674, 2.0363)  0.322
H (-2.8018, 2.2140, 0.0774)  0.368
H (-1.4334, 3.2993, -0.2119)  0.380